# 1
83
Properties=species:S:1:pos:R:3 method="wB97M-V/def2-TZVPD" e_tot_ha=-1955.684417 de_lowest_ev=0.0000 spin_multiplicity=1 total_charge=+3
Pt 0.406 0.078 -0.439
C -0.717 -3.603 3.297
C 0.157 -2.744 2.455
C 1.537 -2.564 2.516
C 1.862 -1.606 1.568
N 0.719 -1.296 0.928
N -0.330 -1.945 1.486
B -1.722 -1.292 1.302
N -1.544 0.214 1.657
N -0.596 1.028 1.066
C -0.732 2.286 1.570
C -1.763 2.244 2.499
C -2.250 0.949 2.536
C -3.346 0.394 3.375
C 0.126 3.512 1.320
C 1.151 3.598 2.466
C 0.838 3.538 -0.029
C -0.778 4.756 1.376
N -2.082 -1.346 -0.210
N -1.370 -0.504 -0.991
C -2.001 -0.265 -2.151
C -3.167 -1.021 -2.122
C -3.203 -1.667 -0.889
C -4.262 -2.534 -0.308
C -1.512 0.771 -3.119
C -1.305 0.153 -4.511
C -0.173 1.369 -2.663
C -2.570 1.886 -3.179
C 3.141 -0.886 1.259
C 2.786 0.510 0.754
C 4.015 -1.684 0.284
C 3.923 -0.658 2.568
H -0.107 -4.298 3.868
H -1.420 -4.172 2.690
H -1.289 -2.997 4.002
H 2.213 -3.052 3.197
H -2.543 -1.818 1.972
H -2.116 3.065 3.098
H -3.767 1.185 3.989
H -2.979 -0.393 4.035
H -4.144 -0.024 2.761
H 1.865 2.770 2.460
H 0.653 3.598 3.434
H 1.716 4.526 2.377
H 1.524 2.703 -0.180
H 1.443 4.442 -0.092
H 0.119 3.589 -0.848
H -1.218 4.896 2.361
H -1.584 4.702 0.643
H -0.180 5.642 1.163
H -3.926 -1.066 -2.885
H -4.996 -2.781 -1.071
H -4.778 -2.021 0.505
H -3.844 -3.460 0.086
H -0.583 -0.667 -4.480
H -0.946 0.908 -5.210
H -2.246 -0.235 -4.898
H 0.693 0.872 -3.077
H -0.099 1.558 -1.512
H -0.095 2.432 -2.910
H -3.529 1.492 -3.513
H -2.259 2.653 -3.889
H -2.717 2.351 -2.201
H 2.184 0.560 -0.245
H 3.654 1.063 0.384
H 2.254 1.111 1.490
H 3.494 -1.939 -0.638
H 4.328 -2.617 0.751
H 4.915 -1.120 0.035
H 3.316 -0.154 3.320
H 4.812 -0.058 2.373
H 4.258 -1.612 2.974
I 4.603 -0.893 -4.567
C 2.983 -1.588 -3.486
C 2.494 -2.887 -3.631
C 1.417 -3.296 -2.861
C 0.838 -2.414 -1.971
N 1.304 -1.159 -1.840
C 2.359 -0.756 -2.575
H 2.956 -3.569 -4.333
H 1.020 -4.298 -2.948
H -0.001 -2.701 -1.352
H 2.716 0.256 -2.423



# 2
22
Properties=species:S:1:pos:R:3 method="wB97M-V/def2-TZVPD" e_tot_ha=-876.656134 de_lowest_ev=1.8893 spin_multiplicity=1
C -0.147 -0.044 -0.207
C -1.363 0.410 -0.575
C -0.927 -2.081 -0.268
C -1.922 1.742 -0.612
C -1.115 -3.518 -0.047
C 2.027 1.113 1.581
C 1.520 1.090 0.134
N 0.113 -1.371 -0.152
O 2.352 0.538 -0.755
O 1.222 2.415 -0.199
S -2.396 -1.069 -0.631
H -1.033 2.344 -0.062
H -2.058 2.072 -1.579
H -2.754 1.997 0.018
H -0.453 -3.883 0.843
H -2.121 -3.783 0.225
H -0.643 -4.084 -0.929
H 2.110 0.240 2.212
H 3.051 1.558 1.472
H 1.386 1.802 2.066
H 1.871 -0.148 -1.389
H 1.278 2.659 -1.146



# 3
78
Properties=species:S:1:pos:R:3 method="wB97M-V/def2-TZVPD" s_squared=8.752 e_tot_ha=-2906.436649 spin_multiplicity=6 total_charge=+1
Mn -2.251 14.290 11.711
O -4.706 12.997 8.761
C -3.934 13.496 9.762
O -4.312 14.301 10.609
O -2.781 13.056 9.929
H -4.120 12.306 8.443
C -3.511 16.696 14.939
C -4.177 15.714 14.041
O -3.549 14.961 13.283
N -5.477 15.774 14.141
C -6.421 15.078 13.301
H -3.182 17.546 14.342
H -2.575 16.240 15.264
H -4.143 17.048 15.754
H -5.835 16.540 14.694
H -6.201 15.008 12.236
H -7.327 15.681 13.369
H -6.641 14.081 13.683
C -3.619 11.409 3.693
C -3.400 12.861 4.129
O -3.327 13.801 3.366
N -3.320 13.104 5.423
C -3.260 14.392 6.116
H -3.043 11.342 2.769
H -4.608 11.132 3.327
H -3.255 10.672 4.408
H -3.363 12.276 5.999
H -4.271 14.636 6.442
H -2.885 15.180 5.462
H -2.592 14.409 6.977
C 0.583 15.363 9.062
C 0.742 14.359 10.206
O -0.268 14.040 10.853
N 1.928 13.900 10.473
C 2.340 12.847 11.409
H -0.127 14.937 8.352
H 1.509 15.657 8.567
H 0.082 16.274 9.387
H 2.752 14.273 10.025
H 3.318 13.065 11.836
H 2.673 11.970 10.854
H 1.534 12.648 12.115
C -10.409 13.311 5.361
C -9.087 13.939 5.586
O -8.988 15.181 5.597
N -8.061 13.135 5.816
C -6.707 13.598 6.101
H -10.352 12.241 5.562
H -10.639 13.600 4.336
H -11.096 13.769 6.073
H -8.318 12.174 5.989
H -5.925 12.844 6.003
H -6.596 13.960 7.123
H -6.504 14.355 5.343
C -1.643 10.153 12.394
C -2.667 11.118 12.809
O -2.476 12.351 12.748
N -3.799 10.637 13.326
C -4.808 11.447 13.909
H -1.869 9.087 12.411
H -0.716 10.382 12.920
H -1.471 10.401 11.346
H -3.805 9.628 13.290
H -4.375 12.304 14.424
H -5.501 10.867 14.519
H -5.421 11.934 13.151
C -1.726 9.072 6.977
C -2.146 10.415 7.640
O -3.197 10.950 7.309
N -1.422 10.959 8.593
C -0.116 10.524 8.876
H -0.712 9.049 6.578
H -2.277 9.161 6.041
H -1.922 8.195 7.594
H -1.768 11.818 8.994
H -0.045 9.604 9.458
H 0.432 11.283 9.434
H 0.513 10.305 8.013



# 4
44
Properties=species:S:1:pos:R:3 method="wB97M-V/def2-TZVPD" e_tot_ha=-4616.748850 de_lowest_ev=1.0470 spin_multiplicity=1 total_charge=+1
Re 0.796 1.025 -0.043
Br 1.627 0.559 7.181
C 1.311 1.049 5.393
C 1.627 2.350 4.967
C 1.397 2.736 3.671
C 0.881 1.832 2.734
O 0.676 2.272 1.488
C 0.559 0.524 3.164
C -0.170 -0.382 2.342
N -0.269 -0.266 1.052
C -1.303 -0.931 0.304
C -1.831 -2.157 0.552
C -2.887 -2.642 -0.263
C -3.393 -1.890 -1.282
C -2.846 -0.609 -1.557
C -3.293 0.255 -2.581
C -2.700 1.475 -2.758
C -1.615 1.834 -1.949
N -1.151 1.041 -0.994
C -1.788 -0.159 -0.770
C 0.765 0.161 4.519
H 2.050 3.051 5.674
H 1.626 3.740 3.335
H -0.767 -1.149 2.831
H -1.447 -2.774 1.356
H -3.293 -3.625 -0.064
H -4.208 -2.262 -1.891
H -4.110 -0.058 -3.223
H -3.036 2.159 -3.524
H -1.099 2.774 -2.096
H 0.499 -0.836 4.850
F 1.762 -2.141 -0.557
C 1.768 -1.433 -1.698
C 1.418 -0.086 -1.718
C 1.509 0.532 -2.960
F 1.222 1.853 -3.058
C 1.876 -0.109 -4.119
F 1.931 0.523 -5.285
C 2.190 -1.456 -4.049
F 2.542 -2.108 -5.145
C 2.142 -2.122 -2.836
F 2.457 -3.412 -2.790
S 3.990 0.281 1.147
C 2.585 0.582 0.653



# 5
16
Properties=species:S:1:pos:R:3 method="wB97M-V/def2-TZVPD" smiles="C1=CCCC1.O" e_tot_ha=-271.696568 de_lowest_ev=1.5251 spin_multiplicity=1
C 0.680 0.451 -0.816
C -0.487 -0.097 -1.192
C -1.494 -0.032 -0.065
C -0.610 0.195 1.176
C 0.637 0.903 0.618
H 1.527 0.677 -1.455
H -0.743 -0.309 -2.224
H -2.163 -0.892 0.045
H -2.127 0.846 -0.250
H -1.108 0.774 1.959
H -0.329 -0.773 1.614
H 1.546 0.760 1.217
H 0.464 1.984 0.549
O 1.648 -1.584 -0.588
H 1.721 -1.649 0.372
H 0.680 -1.465 -0.792



# 6
16
Properties=species:S:1:pos:R:3 method="wB97M-V/def2-TZVPD" e_tot_ha=-413.073171 de_lowest_ev=9.3302 spin_multiplicity=1
C 2.443 -0.180 0.415
C 0.114 -0.976 -0.006
C -3.351 -0.180 0.020
H 2.958 0.032 1.574
H 2.217 -1.476 0.239
H 3.316 0.605 -0.459
H 1.485 2.061 0.177
H 1.054 1.614 -1.182
H 0.810 -1.946 0.285
H -1.706 0.843 -0.589
H -3.751 -1.256 -0.099
N 1.053 0.125 -0.026
N 0.715 1.364 -0.162
N -1.181 -1.257 -0.117
N -2.005 -0.119 -0.655
O -4.172 0.746 0.583